Computed, not measured: C47H65N8OP2SSe2Si4V as an isolated structure, with ωB97M-V/def2-TZVPD.

Cartesian coordinates (Å):
Se1 2.0405 1.8000 -5.7731
Se2 -2.6779 2.9623 -1.5723
V1 -1.0878 0.2789 0.7204
S1 -1.2607 2.4771 1.8646
P1 -1.2616 2.2060 -2.9257
P2 2.6643 1.2585 -3.8391
Si1 1.6238 -2.2569 2.2958
Si2 -0.1215 -0.4223 4.9541
Si3 2.1550 1.5270 2.9846
Si4 0.5501 -0.2013 2.6985
O1 -1.3043 -1.4982 -0.0020
N1 1.9743 0.3710 -1.4389
N2 -3.7299 1.3729 1.8419
N3 -3.1052 0.4526 1.0191
N4 0.0249 1.0529 -0.8326
N5 -4.7956 -3.7056 3.7500
N6 -3.4856 3.2720 3.0563
N7 -2.8494 -1.9333 2.6890
N8 1.0968 0.3610 -0.4812
C1 5.3645 3.1137 -1.3847
C2 -1.1121 0.1600 -4.8373
C3 4.4248 2.2264 -1.8807
C4 -2.3113 -1.8962 -0.7321
C5 4.6314 -2.8839 -3.9671
C6 -0.7244 -2.1452 5.5289
C7 2.6532 2.3518 1.3657
C8 -3.2878 0.5665 -3.9011
C9 0.3307 -3.6573 2.2972
C10 2.6627 -1.5116 -3.8624
C11 5.4261 -1.7506 -3.9441
C12 -3.6013 -1.3165 -0.6117
C13 0.9952 5.2383 -4.3986
C14 -3.9152 -0.2208 0.2780
C15 0.4442 5.4481 -5.6538
C16 3.2470 -2.7625 -3.9278
C17 4.8420 -0.4920 -3.8783
C18 -3.5961 -4.2548 3.0114
C19 3.7742 0.9235 3.7583
C20 -2.9198 2.3239 2.2367
C21 3.8852 2.4200 -3.1513
C22 3.4615 -0.3702 -3.8314
C23 -1.6379 -0.8504 -5.6243
C24 0.4942 4.2410 -3.5799
C25 -4.4680 -2.4314 4.4935
C26 -1.4826 0.8253 5.3693
C27 5.2476 4.3864 -3.4190
C28 -4.6671 -1.8400 -1.3609
C29 -2.1433 -2.9438 -1.6570
C30 1.2813 -0.1461 6.1936
C31 1.5513 2.9383 4.0900
C32 1.4574 1.0692 -2.4824
C33 -2.9919 -1.1522 -5.5563
C34 -0.6179 4.6670 -6.0889
C35 -3.2092 -3.4261 -2.3855
C36 5.7767 4.1957 -2.1519
C37 2.4434 -2.3779 0.6064
C38 -3.8135 -0.4404 -4.6967
C39 -0.5579 3.4473 -4.0209
C40 2.9079 -2.7832 3.5858
C41 -4.4889 -2.8921 -2.2330
C42 -1.9346 0.8768 -3.9735
C43 4.3054 3.4997 -3.9203
C44 0.1699 1.4689 -2.1045
C45 -3.1415 -3.1766 2.0342
C46 -3.9233 -1.4181 3.4906
C47 -1.1243 3.6697 -5.2714
H1 -1.6359 -2.5323 5.0721
H2 -3.0455 -4.2296 -3.0941
H3 -0.9850 -1.3922 -6.2976
H4 -4.4837 3.3724 2.9580
H5 1.5836 -1.4209 -3.8176
H6 -3.9340 -3.0169 1.2892
H7 0.8441 6.2205 -6.2985
H8 4.1090 1.3819 -1.2851
H9 1.6618 0.8761 6.1842
H10 1.1434 2.6070 5.0459
H11 -1.9322 -1.8817 3.1099
H12 -2.9700 4.1301 3.1476
H13 -2.8398 -4.4647 3.7680
H14 -5.5180 -3.4956 3.0576
H15 -1.0650 1.8329 5.4136
H16 5.5656 5.2272 -4.0223
H17 -0.0640 0.4051 -4.9326
H18 -3.4050 -1.9412 -6.1728
H19 3.7117 0.8546 4.8465
H20 3.1427 1.6432 0.6981
H21 -4.7350 -1.0788 2.8320
H22 -3.7261 -2.7038 5.2430
H23 2.4841 -2.8436 4.5911
H24 2.4152 3.5767 4.3027
H25 -3.9106 -5.1799 2.5298
H26 -0.1660 -3.6598 1.3234
H27 -0.9120 -2.0566 6.6042
H28 6.5044 -1.8410 -3.9736
H29 -1.9443 3.0515 -5.6155
H30 0.0526 -2.9000 5.3908
H31 -2.2692 0.8732 4.6140
H32 1.8045 2.7807 0.8292
H33 1.8258 5.8445 -4.0596
H34 3.3556 3.1591 1.5959
H35 0.8353 -4.6193 2.4263
H36 1.7171 -2.2244 -0.1929
H37 0.9322 4.0748 -2.6019
H38 -4.9647 0.0676 0.3360
H39 2.1240 -0.8120 5.9959
H40 5.0877 -3.8646 -4.0135
H41 0.9129 -0.3556 7.2021
H42 3.7594 -2.1033 3.6301
H43 -0.4175 -3.5669 3.0883
H44 -5.1816 -4.4011 4.3835
H45 2.8834 -3.3749 0.5005
H46 5.7712 2.9596 -0.3932
H47 -5.3838 -2.1019 4.9834
H48 -2.2677 -3.5280 1.4880
H49 -3.9190 1.1279 -3.2224
H50 -4.8693 -0.6713 -4.6370
H51 4.1111 -0.0417 3.3802
H52 -1.0478 4.8288 -7.0688
H53 6.5106 4.8891 -1.7609
H54 3.2884 -3.7743 3.3225
H55 0.7879 3.5382 3.5972
H56 -5.3172 -3.2743 -2.8145
H57 -3.5955 -0.5325 4.0327
H58 -1.1491 -3.3593 -1.7656
H59 3.2327 -1.6372 0.4644
H60 3.8783 3.6411 -4.9058
H61 -1.9297 0.6014 6.3438
H62 5.4673 0.3920 -3.8576
H63 4.5442 1.6617 3.5144
H64 2.6230 -3.6472 -3.9418
H65 -5.6450 -1.3829 -1.2511

Output
⟨S²⟩ = 2.078
charge = 0
highest occupied orbital energy (alpha / beta) = -6.81 / -6.67 eV
multiplicity = 3
frontier orbital gap (alpha / beta) = 5.738 / 5.603 eV

---

Computed, not measured: C47H68ClN2O35P2S as an isolated structure in a non-equilibrium geometry, with ωB97M-V/def2-TZVPD.

Cartesian coordinates (Å):
Cl1 2.8750 -0.2085 -1.9028
S1 2.5084 7.4543 -1.0366
P1 4.6164 0.8784 -1.4652
P2 3.4383 5.7741 -0.6846
O1 3.1315 -7.4972 -8.0925
O2 4.2048 -6.6038 -6.3220
O3 -7.9742 -4.3629 6.8369
O4 -5.9847 -3.4847 7.4194
O5 -1.0896 -5.6736 -0.1449
O6 -7.8665 -2.6345 8.2810
O7 4.1868 -7.2197 -1.9135
O8 -0.3014 1.1806 -3.7455
O9 -2.5207 0.3400 8.8214
O10 -4.2248 3.5671 -7.5204
O11 -7.3055 -9.4006 5.3648
O12 -5.3403 -10.2558 6.0662
O13 -0.5460 -0.7163 8.5623
O14 -5.1604 -1.1398 -5.2670
O15 -2.4221 -1.9107 8.8411
O16 4.7414 -5.0501 -2.1393
O17 -4.8787 -3.3752 -5.2040
O18 0.6149 -5.1725 -1.5369
O19 -5.7817 -8.0583 6.3094
O20 3.7387 3.6875 6.4928
O21 -3.1008 -2.0346 -5.4443
O22 6.8334 8.5373 -0.9653
O23 -1.3060 2.5577 -5.2127
O24 7.1391 6.3297 -0.9066
O25 5.0317 0.3662 0.0474
O26 -4.4145 5.1255 -5.9055
O27 2.3120 2.8993 4.9341
O28 1.9174 2.5115 7.1072
O29 5.1554 7.2055 -0.2900
O30 2.0583 -6.0783 -6.7046
O31 -1.5694 0.3536 -5.4112
O32 -5.8138 5.1572 -7.6459
O33 0.3112 -3.9711 0.3362
O34 2.7792 4.1765 -2.9585
O35 4.5036 -5.9667 -0.0925
N1 2.9759 2.9599 -0.3886
N2 3.2838 2.7117 0.9808
C1 -2.5866 -3.3464 -5.2095
C2 3.1328 -6.7974 -7.1355
C3 -7.9558 -8.1458 5.5836
C4 1.6519 4.1004 -2.0562
C5 -0.1500 -5.0071 -0.4209
C6 -1.9612 2.3464 -6.4784
C7 -3.7743 -4.2256 -5.5160
C8 -1.4012 -2.8445 8.4777
C9 -6.0708 -9.3289 5.9272
C10 1.2418 1.9529 4.9872
C11 -4.7697 4.5285 -7.0675
C12 -4.4505 -2.0930 -5.3014
C13 1.4926 -4.0502 -1.6253
C14 0.7447 2.0969 6.4042
C15 -1.3074 4.1952 -0.8458
C16 4.0687 2.6947 -1.3996
C17 -2.0641 4.3391 0.3247
C18 -0.9989 1.3479 -4.7084
C19 -1.8910 -0.6639 8.7495
C20 8.2803 6.8714 -1.5874
C21 2.2724 4.2940 -0.6266
C22 8.2334 8.3239 -1.1855
C23 -2.1581 1.9464 -1.0325
C24 4.5693 3.2035 1.4728
C25 -5.6082 -2.2849 8.0986
C26 4.1932 -8.1249 -0.8046
C27 3.8853 -5.5342 -5.4323
C28 -0.1357 -2.0733 8.7583
C29 -1.3764 2.9848 -1.5388
C30 -6.7956 -7.2029 5.7724
C31 -6.3269 6.1032 -6.7036
C32 4.3312 3.9033 2.8689
C33 -0.4517 5.3900 -1.2702
C34 6.2792 7.3504 -0.6859
C35 -2.5013 0.9506 -6.3271
C36 -6.7871 -2.0363 9.0050
C37 3.9466 -7.2061 0.3649
C38 -5.1343 6.3584 -5.8162
C39 2.7525 3.0904 6.2113
C40 -2.8628 3.3152 0.8234
C41 -2.8934 2.0933 0.1406
C42 4.4995 -5.9929 -1.4465
C43 0.5314 5.0801 -2.4136
C44 2.3775 -5.5550 -5.4165
C45 3.4564 2.9440 -2.8373
C46 -7.3382 -3.5689 7.4548
C47 1.5732 -3.5746 -0.1989
H1 -2.7540 3.0864 -6.6514
H2 -5.4722 -1.4899 7.3620
H3 -6.6881 -2.5386 9.9694
H4 -1.5140 -3.0972 7.4213
H5 -3.8292 -4.5035 -6.5704
H6 -4.4995 7.1653 -6.1874
H7 4.3314 3.0054 -3.5079
H8 -2.0324 5.2959 0.8589
H9 8.7700 8.5217 -0.2563
H10 -3.4969 0.9294 -5.8806
H11 -0.0532 4.5877 -3.2140
H12 0.6747 -2.3350 8.0815
H13 -1.1411 6.1649 -1.6494
H14 4.5120 5.4902 -1.5564
H15 -2.5250 0.4042 -7.2663
H16 -0.8186 2.8678 -2.4633
H17 1.0470 -3.3048 -2.2895
H18 1.9757 -6.2253 -4.6522
H19 -8.5825 -8.2226 6.4744
H20 5.3091 2.4125 1.6797
H21 -4.6806 -2.4218 8.6441
H22 -2.2677 -3.4189 -4.1672
H23 4.4096 -0.3083 0.3653
H24 8.6111 8.9874 -1.9591
H25 -6.4394 -6.7834 4.8288
H26 1.9438 -4.5653 -5.2819
H27 0.3569 1.1662 6.8129
H28 -7.1609 5.6483 -6.1663
H29 2.8832 -7.0616 0.5679
H30 -7.0228 -6.3899 6.4563
H31 4.2867 -4.6037 -5.8411
H32 -3.7970 -5.1292 -4.9110
H33 2.8597 2.0880 -3.1925
H34 -6.6783 7.0010 -7.2063
H35 2.2451 2.2725 -0.6248
H36 5.1665 -8.6158 -0.7562
H37 2.4614 -4.3461 -2.0213
H38 0.4781 2.1872 4.2476
H39 1.6407 0.9560 4.7819
H40 -3.4509 3.4723 1.7287
H41 -2.2089 0.9774 -1.5367
H42 -1.7347 -3.5503 -5.8548
H43 5.0786 3.9480 0.8531
H44 -6.9716 -0.9783 9.1759
H45 1.5138 4.3756 0.1609
H46 4.8731 4.8631 2.8592
H47 -1.2181 2.4262 -7.2764
H48 1.2408 3.0791 -2.1913
H49 -3.4930 1.2705 0.5319
H50 4.4378 -7.5406 1.2754
H51 9.1943 6.3744 -1.2720
H52 0.9404 5.9838 -2.8842
H53 3.4210 -8.8821 -0.9157
H54 8.1513 6.7278 -2.6615
H55 0.0610 5.8522 -0.4122
H56 4.3164 -5.7037 -4.4491
H57 4.7644 3.3108 3.6835
H58 -1.4793 -3.7543 9.0683
H59 0.2094 -2.1916 9.7869
H60 3.2632 4.0444 3.0491
H61 2.3686 -4.0696 0.3644
H62 4.9203 3.3779 -1.3226
H63 -0.0184 2.8711 6.5026
H64 -5.4124 6.5728 -4.7870
H65 -8.5811 -7.8789 4.7347
H66 1.7055 -2.4967 -0.1246
H67 3.9791 5.7983 0.6166
H68 3.1013 1.7366 1.1812

Output
charge = +1
highest occupied orbital energy = -10.51 eV
frontier orbital gap = 7.815 eV

---

One value per record, in order, for E_tot: -10329.14498 -6115.55889 Eh.